(1)
Density functional theory data (ωB97M-V with the def2-TZVPD basis set) for C21H31AsMoN2OSSi2 as an isolated structure.

Atoms and positions in Å:
Mo1 -0.680 -0.831 -0.366
C1 1.821 -2.721 0.586
C2 0.832 -2.607 1.707
C3 1.098 -3.238 2.941
C4 0.171 -3.175 3.940
C5 -1.065 -2.525 3.722
C6 -2.085 -2.481 4.700
C7 -3.270 -1.865 4.414
C8 -3.483 -1.284 3.150
C9 -2.514 -1.302 2.178
S1 -2.812 -0.616 0.581
C10 -1.273 -1.919 2.470
N1 -0.292 -1.930 1.505
H1 2.511 -3.542 0.770
H2 2.397 -1.799 0.473
H3 1.318 -2.904 -0.369
H4 2.033 -3.762 3.067
H5 0.359 -3.645 4.897
H6 -1.911 -2.947 5.660
H7 -4.059 -1.826 5.151
H8 -4.434 -0.813 2.935
C11 1.852 3.027 2.103
Si1 2.579 1.554 1.197
C12 2.875 0.212 2.476
C13 4.196 1.946 0.335
As1 1.127 0.817 -0.516
Si2 0.302 2.823 -1.501
C14 -1.138 3.430 -0.466
C15 1.680 4.094 -1.579
C16 -0.254 2.494 -3.262
H9 2.638 3.485 2.709
H10 1.065 2.694 2.781
H11 1.436 3.800 1.466
H12 3.427 0.661 3.304
H13 3.482 -0.611 2.103
H14 1.947 -0.190 2.886
H15 4.895 2.397 1.041
H16 4.081 2.631 -0.507
H17 4.648 1.028 -0.045
H18 -0.819 3.785 0.513
H19 -1.862 2.627 -0.304
H20 -1.645 4.250 -0.976
H21 2.216 4.262 -0.650
H22 1.238 5.045 -1.882
H23 2.408 3.813 -2.342
H24 -1.286 2.155 -3.299
H25 0.368 1.751 -3.760
H26 -0.178 3.430 -3.820
O1 -1.503 -0.220 -2.231
N2 -1.826 -0.957 -3.277
C17 -3.013 -0.709 -3.872
C18 -3.382 -1.423 -4.989
C19 -2.529 -2.395 -5.493
C20 -1.315 -2.625 -4.863
C21 -0.974 -1.888 -3.751
H27 -3.601 0.059 -3.395
H28 -4.337 -1.209 -5.446
H29 -2.806 -2.966 -6.367
H30 -0.618 -3.366 -5.225
H31 -0.041 -1.979 -3.210

Summary:
calculated total energy: -4284.54776 Eh
energy relative to the best compared isomer or geometry (same formula, charge and spin): 0.0000 eV
net charge: +1
multiplicity: 4
expectation value of S²: 3.8528



(2)
Density functional theory data (ωB97M-V with the def2-TZVPD basis set) for C28H38N4O5PPtTe as an isolated structure.

Atoms and positions in Å:
Pt1 0.350 0.318 0.336
C1 1.994 -3.643 -4.356
C2 1.072 -3.072 -3.325
C3 -0.285 -3.050 -3.470
C4 -1.155 -2.421 -2.534
C5 -2.518 -2.369 -2.844
N1 -3.415 -1.469 -2.477
C6 -3.141 -0.170 -1.914
C7 -4.283 0.808 -2.212
C8 -3.765 2.248 -2.337
N2 -2.994 2.604 -1.185
C9 -3.119 3.637 -0.393
C10 -2.322 3.812 0.755
C11 -2.482 4.958 1.567
C12 -1.765 5.116 2.734
C13 -1.878 6.343 3.584
C14 -0.929 4.080 3.150
C15 -0.728 2.918 2.396
C16 0.074 1.860 2.919
N3 0.224 0.672 2.412
C17 1.086 -0.265 3.102
C18 2.566 -0.008 2.762
C19 3.117 -0.598 1.443
N4 2.262 -0.599 0.267
C20 1.393 -1.571 0.139
C21 0.838 -2.013 -1.162
C22 1.628 -2.532 -2.141
C23 -0.598 -1.895 -1.310
O1 -1.296 -1.444 -0.366
C24 -1.359 2.800 1.117
O2 -1.116 1.846 0.296
H1 1.455 -3.931 -5.254
H2 2.493 -4.531 -3.971
H3 2.765 -2.918 -4.614
H4 -0.737 -3.452 -4.367
H5 -2.897 -3.139 -3.513
H6 -4.388 -1.667 -2.673
H7 -2.210 0.175 -2.369
H8 -2.945 -0.261 -0.836
H9 -5.044 0.756 -1.433
H10 -4.760 0.550 -3.160
H11 -4.594 2.949 -2.459
H12 -3.113 2.300 -3.220
H13 -2.222 1.972 -0.916
H14 -3.879 4.373 -0.632
H15 -3.186 5.716 1.248
H16 -2.608 7.043 3.192
H17 -0.917 6.852 3.642
H18 -2.160 6.077 4.601
H19 -0.430 4.171 4.105
H20 0.566 2.082 3.869
H21 0.769 -1.278 2.831
H22 0.949 -0.144 4.184
H23 3.171 -0.425 3.568
H24 2.716 1.074 2.766
H25 3.448 -1.627 1.624
H26 4.002 -0.006 1.184
H27 1.278 -2.331 0.931
H28 2.699 -2.553 -1.998
C25 -2.806 0.484 -5.776
C26 -1.344 0.128 -5.563
O3 -1.044 0.013 -4.187
P1 0.171 0.860 -3.502
O4 0.113 0.552 -2.060
Te1 -0.073 3.189 -4.042
O5 1.510 0.208 -4.101
C27 2.069 0.602 -5.342
C28 1.973 -0.489 -6.402
H29 -3.026 0.466 -6.840
H30 -3.016 1.480 -5.395
H31 -3.450 -0.234 -5.276
H32 -0.712 0.896 -6.020
H33 -1.124 -0.835 -6.034
H34 3.117 0.854 -5.155
H35 1.563 1.512 -5.696
H36 2.700 -1.275 -6.221
H37 2.161 -0.056 -7.381
H38 0.988 -0.948 -6.407

Summary:
calculated total energy: -2413.47031 Eh
net charge: +1



(3)
Density functional theory data (ωB97M-V with the def2-TZVPD basis set) for C29H32F3GdI2N8OS3 as an isolated structure.

Atoms and positions in Å:
Gd1 -1.035 0.251 -0.369
I1 -0.890 4.570 -3.666
C1 -1.169 2.654 -4.295
C2 -1.388 2.456 -5.653
C3 -1.735 1.232 -6.123
I2 -2.049 0.895 -8.164
C4 -1.781 0.138 -5.278
C5 -2.028 -1.239 -5.682
C6 -2.172 -2.130 -4.671
C7 -1.884 -1.842 -3.300
N1 -1.559 -0.642 -2.879
C8 -1.489 0.342 -3.871
C9 -1.195 1.636 -3.382
O1 -1.014 1.817 -2.118
H1 -1.348 3.366 -6.238
H2 -2.068 -1.576 -6.731
H3 -2.319 -3.177 -5.005
H4 -2.040 -2.640 -2.479
F1 4.646 -2.230 0.858
C10 4.581 -0.913 0.497
F2 5.837 -0.632 0.080
F3 4.279 -0.164 1.539
C11 3.601 -0.621 -0.625
C12 4.092 -0.591 -1.918
C13 3.258 -0.359 -3.018
C14 1.939 -0.166 -2.686
N2 1.378 -0.260 -1.478
C15 2.168 -0.578 -0.440
S1 1.364 -0.891 1.094
H5 5.202 -0.590 -2.071
H6 3.601 -0.313 -3.951
H7 1.274 -0.114 -3.462
S2 -3.418 0.522 1.045
C16 -2.973 -0.860 2.073
C17 -3.138 -0.724 3.454
C18 -2.980 -1.784 4.334
C19 -2.694 -3.027 3.816
C20 -2.644 -3.230 2.429
C21 -2.688 -2.180 1.554
S3 -2.301 -2.455 -0.142
H8 -3.541 0.283 3.796
H9 -3.118 -1.581 5.357
H10 -2.503 -3.867 4.428
H11 -2.559 -4.235 1.992
N3 0.107 -3.720 1.345
C22 0.233 -5.098 1.971
C23 1.663 -5.232 2.496
N4 2.207 -4.096 3.243
H12 0.783 -3.448 0.624
H13 0.178 -3.046 2.123
H14 -0.837 -3.532 0.933
H15 -0.022 -5.991 1.321
H16 -0.532 -4.994 2.706
H17 2.331 -5.319 1.621
H18 1.757 -6.172 3.040
H19 1.834 -4.099 4.162
H20 2.175 -3.172 2.812
C24 1.158 2.876 0.454
N5 1.574 4.186 1.073
C25 1.516 3.996 2.541
N6 0.195 3.638 3.037
C26 -0.231 2.430 2.323
N7 -0.138 2.466 0.884
C27 -1.100 3.612 0.468
N8 -0.695 4.850 1.114
C28 0.614 5.198 0.655
C29 -0.795 4.686 2.546
H21 1.869 2.176 0.856
H22 1.251 3.014 -0.623
H23 1.879 4.950 3.046
H24 2.255 3.242 2.775
H25 -1.332 2.156 2.609
H26 0.438 1.581 2.628
H27 -2.099 3.332 0.728
H28 -0.951 3.642 -0.594
H29 0.979 6.120 1.103
H30 0.630 5.265 -0.466
H31 -1.769 4.338 2.739
H32 -0.625 5.614 3.053

Summary:
calculated total energy: -4492.86496 Eh
energy relative to the best compared isomer or geometry (same formula, charge and spin): 1.5825 eV
net charge: 0
multiplicity: 8
expectation value of S²: 16.0345



(4)
Density functional theory data (ωB97M-V with the def2-TZVPD basis set) for one molecule with the formula C5H9NO3.

Atoms and positions in Å:
C1 0.662 -0.134 0.150
C2 0.943 -1.231 -0.887
C3 1.877 0.781 0.325
C4 -0.537 0.653 -0.366
C5 -1.885 -0.035 -0.117
N1 -2.794 0.807 0.407
O1 0.256 -0.685 1.390
O2 -0.465 1.708 -0.942
O3 -2.101 -1.193 -0.391
H1 0.805 -1.452 1.584
H2 -2.578 1.779 0.542
H3 -3.725 0.476 0.599
H4 2.759 0.194 0.573
H5 1.801 -1.823 -0.569
H6 0.073 -1.877 -0.979
H7 1.163 -0.788 -1.854
H8 1.688 1.489 1.128
H9 2.058 1.332 -0.593

Summary:
calculated total energy: -476.41108 Eh
SMILES: CC(C)(O)C(=O)C(N)=O
energy relative to the best compared isomer or geometry (same formula, charge and spin): 0.9003 eV
net charge: 0



(5)
Density functional theory data (ωB97M-V with the def2-TZVPD basis set) for an isolated ion of composition C8H17N2 and charge +1.

Atoms and positions in Å:
C1 2.927 0.628 -0.346
C2 2.769 1.366 0.736
C3 2.349 -0.726 -0.657
C4 1.372 -1.343 0.356
C5 -0.102 -1.373 -0.091
C6 -0.813 -0.058 0.107
C7 -1.718 0.133 1.255
C8 -3.330 0.636 -0.625
N1 -0.386 1.018 -0.611
N2 -2.428 -0.280 0.041
H1 3.589 0.975 -1.130
H2 3.269 2.312 0.848
H3 1.889 -0.687 -1.650
H4 3.205 -1.398 -0.762
H5 1.662 -2.381 0.514
H6 1.454 -0.839 1.316
H7 -0.148 -1.651 -1.145
H8 -0.618 -2.144 0.483
H9 2.144 1.075 1.565
H10 -1.929 1.149 1.569
H11 -1.724 -0.576 2.073
H12 -4.184 0.868 0.012
H13 -2.798 1.557 -0.863
H14 -3.686 0.198 -1.554
H15 0.347 0.861 -1.279
H16 -0.380 1.927 -0.182
H17 -2.731 -1.249 0.020

Summary:
calculated total energy: -424.07723 Eh
energy relative to the best compared isomer or geometry (same formula, charge and spin): 1.4449 eV
net charge: +1
multiplicity: 3
expectation value of S²: 2.0058



Look up the net charge of the fourth one. 0



Which formula does entry 4 have? C5H9NO3



Which value of calculated total energy does entry 4 give? -476.41108 Eh